No. 1
ORCA calculation (wB97M-V/def2-TZVPD) on a structure of composition C41H33KN3O4PS.

The gap between HOMO and LUMO comes out at 5.41 eV. Its multiplicity is 1. The charge is -2. The value obtained for the energy above the lowest of the compared OMol25 structures with the same formula, charge and spin is 38.6 kJ/mol. As for the total energy: -92164.24437 eV. The calculation puts the HOMO energy at -1.45 eV.

Last column: Mulliken charge in e.
Positions of all 84 atoms, in Å:
K (-0.3347, -0.8603, -0.6898)  1.24
C (3.2283, -2.5821, 2.4223)  -1.60
C (1.8154, -3.0155, 2.1680)  0.68
C (1.5336, -3.9623, 1.1918)  -0.30
C (0.2182, -4.3047, 0.9004)  -0.63
C (-0.8246, -3.7070, 1.5838)  -0.43
C (-0.5530, -2.7640, 2.5679)  0.07
C (0.7580, -2.4288, 2.8587)  -0.03
H (3.8739, -2.8545, 1.5857)  0.27
H (3.6440, -3.0354, 3.3276)  0.46
H (3.2915, -1.4990, 2.5383)  0.22
H (2.3336, -4.3829, 0.5944)  0.24
H (0.0266, -4.9964, 0.0896)  0.37
H (-1.8508, -3.9195, 1.3113)  0.24
H (-1.3701, -2.2324, 3.0325)  0.16
H (0.9569, -1.6452, 3.5826)  0.32
C (0.5566, 0.7800, 5.6636)  -0.47
C (-0.7982, 0.5621, 5.4336)  -0.69
C (-1.3496, 0.8283, 4.1907)  0.02
C (-0.5641, 1.3239, 3.1497)  0.38
C (0.7879, 1.5299, 3.3928)  -0.49
C (1.3483, 1.2657, 4.6356)  -0.55
P (-1.2188, 1.6793, 1.4576)  0.37
C (-1.5780, 3.4705, 1.6390)  -0.41
C (-1.9844, 4.0898, 2.8221)  -0.10
C (-2.2675, 5.4458, 2.8529)  -0.64
C (-2.1594, 6.2020, 1.6926)  -0.41
C (-1.7649, 5.5995, 0.5083)  -0.57
C (-1.4687, 4.2419, 0.4833)  -0.28
C (-2.8471, 0.8645, 1.5105)  -0.09
C (-4.0546, 1.5491, 1.4600)  -0.33
C (-5.2439, 0.8298, 1.4896)  -0.66
C (-5.1722, -0.5531, 1.5807)  -0.58
C (-3.9340, -1.1891, 1.6088)  -0.30
C (-2.6880, -0.5408, 1.5395)  0.02
H (0.9843, 0.5538, 6.6340)  0.33
H (-1.4287, 0.1670, 6.2221)  0.36
H (-2.3952, 0.6212, 4.0033)  0.35
H (1.4274, 1.8787, 2.5889)  0.23
H (2.4099, 1.4257, 4.7864)  0.37
H (-2.0758, 3.4984, 3.7249)  0.34
H (-2.5784, 5.9141, 3.7796)  0.38
H (-2.3840, 7.2629, 1.7142)  0.33
H (-1.6813, 6.1789, -0.4035)  0.40
H (-1.1558, 3.7712, -0.4423)  0.49
H (-4.0843, 2.6345, 1.4068)  0.28
H (-6.1993, 1.3431, 1.4412)  0.32
H (-6.0868, -1.1408, 1.6098)  0.29
H (-3.9590, -2.2827, 1.6543)  0.14
O (-2.2583, -0.7685, -2.1005)  -0.44
C (-2.4907, -0.3742, -3.2684)  -0.21
C (-3.7565, -0.5666, -3.9170)  -0.70
C (-3.9777, -0.2119, -5.2230)  -0.20
C (-2.9832, 0.3829, -6.0021)  -0.71
C (-1.7581, 0.6264, -5.3975)  -0.42
C (-1.4957, 0.2868, -4.0764)  0.11
C (-0.1675, 0.6333, -3.5442)  -0.10
N (0.1478, 1.2881, -2.4393)  -0.13
C (1.5128, 1.4575, -2.4827)  -0.16
C (2.0300, 0.8797, -3.5987)  -0.97
N (0.9546, 0.3705, -4.2777)  0.15
H (-4.5326, -1.0301, -3.3189)  0.39
H (-4.9575, -0.4017, -5.6564)  0.33
H (-3.1646, 0.6670, -7.0309)  0.34
H (-0.9749, 1.1252, -5.9630)  0.35
H (2.0375, 1.9689, -1.6921)  0.43
H (3.0417, 0.7583, -3.9455)  0.48
H (0.9897, -0.3594, -4.9711)  0.38
O (2.3330, -2.3115, -4.5841)  -0.74
S (2.6755, -2.8519, -3.2814)  1.17
O (2.7853, -4.2921, -3.2130)  -0.76
N (1.7637, -2.2361, -2.1189)  -0.41
C (2.5099, -1.5407, -1.2178)  0.53
O (2.1357, -1.0040, -0.1799)  -0.97
C (3.9815, -1.4670, -1.6075)  0.54
C (5.0089, -0.8020, -0.9550)  -0.26
C (6.2746, -0.8648, -1.5207)  -0.71
C (6.4974, -1.5721, -2.7040)  -0.42
C (5.4647, -2.2378, -3.3540)  -0.83
C (4.2139, -2.1606, -2.7684)  0.14
H (4.7968, -0.2591, -0.0433)  0.47
H (7.1060, -0.3588, -1.0441)  0.39
H (7.4955, -1.6006, -3.1263)  0.37
H (5.6220, -2.7880, -4.2714)  0.45

---

No. 2
ORCA calculation (wB97M-V/def2-TZVPD) on the molecule C15H19BrClNO.

The gap between HOMO and LUMO comes out at 8.99 eV. Its multiplicity is 1. The charge is 0. As for the SMILES: C=CCN(CC=C)CCCOc1ccc(Br)cc1Cl. The value obtained for the energy above the lowest of the compared OMol25 structures with the same formula, charge and spin is 29.9 kJ/mol. As for the total energy: -101963.81638 eV. The calculation puts the HOMO energy at -8.27 eV.

Last column: natural (NBO) charge in e.
Positions of all 38 atoms, in Å:
C (1.3867, -2.9507, -0.8739)  -0.40
C (0.1684, -2.6678, -0.4552)  -0.16
C (-0.2527, -1.3192, 0.0519)  -0.28
N (-1.5394, -0.9304, -0.5071)  -0.44
C (-1.6067, 0.4140, -1.0230)  -0.21
H (-0.8310, 0.4920, -1.7915)  0.20
C (-1.4044, 1.5602, -0.0077)  -0.47
C (-0.8267, 2.8110, -0.6693)  -0.06
H (-0.7022, 3.6101, 0.0683)  0.19
H (-1.5019, 3.1655, -1.4532)  0.19
O (0.3845, 2.5708, -1.3737)  -0.52
C (1.4367, 1.9359, -0.8070)  0.35
C (2.1927, 1.1656, -1.7013)  -0.25
C (3.3051, 0.4563, -1.3084)  -0.23
C (3.6839, 0.4955, 0.0239)  -0.10
C (2.9843, 1.2658, 0.9315)  -0.23
C (1.8789, 1.9976, 0.5201)  -0.12
Cl (1.1338, 2.9963, 1.7304)  0.01
H (3.2971, 1.3157, 1.9629)  0.24
Br (5.1855, -0.5079, 0.6131)  0.06
H (3.8630, -0.1296, -2.0217)  0.24
H (1.8642, 1.1419, -2.7284)  0.24
H (-2.3501, 1.8418, 0.4558)  0.21
H (-0.7332, 1.2210, 0.7827)  0.22
H (-2.5731, 0.5329, -1.5206)  0.20
C (-2.6876, -1.4027, 0.2511)  -0.25
C (-2.7981, -0.8637, 1.6514)  -0.20
C (-2.4460, -1.5451, 2.7269)  -0.39
H (-2.5049, -1.1251, 3.7175)  0.20
H (-2.0970, -2.5636, 2.6635)  0.19
H (-3.1511, 0.1538, 1.7479)  0.19
H (-3.5832, -1.1403, -0.3193)  0.20
H (-2.6182, -2.4936, 0.2941)  0.20
H (0.5060, -0.5862, -0.2301)  0.21
H (-0.2908, -1.3510, 1.1542)  0.20
H (-0.6024, -3.4252, -0.4578)  0.19
H (1.6616, -3.9336, -1.2165)  0.20
H (2.1683, -2.2081, -0.8811)  0.19

---

No. 3
ORCA calculation (wB97M-V/def2-TZVPD) on a structure of composition C4H5NO in a non-equilibrium geometry.

The gap between HOMO and LUMO comes out at 9.65 eV. Its multiplicity is 1. The charge is 0. The value obtained for the energy above the lowest of the compared OMol25 structures with the same formula, charge and spin is 230.4 kJ/mol. As for the total energy: -7764.13837 eV. The calculation puts the HOMO energy at -8.78 eV.

Last column: natural (NBO) charge in e.
Positions of all 11 atoms, in Å:
C (-1.5255, -0.1243, 0.0316)  -0.63
C (-0.0481, -0.2146, 0.0593)  -0.27
C (0.7919, -1.2537, 0.1919)  0.25
O (2.0057, -0.6897, 0.0704)  -0.54
N (1.6586, 1.7372, -0.3512)  -0.64
C (1.1155, 0.6506, -0.1249)  0.59
H (-1.9065, -1.1429, 0.1666)  0.23
H (-1.9178, 0.4925, 0.8438)  0.22
H (-1.9119, 0.2567, -0.9189)  0.22
H (0.6071, -2.3143, 0.3343)  0.19
H (1.1310, 2.6025, -0.3030)  0.38

---

No. 4
ORCA calculation (wB97M-V/def2-TZVPD) on a structure of composition C5H5N in a non-equilibrium geometry.

The gap between HOMO and LUMO (alpha / beta) comes out at 8.09 / 8.09 eV. Its multiplicity is 1. The charge is 0. The value obtained for the energy above the lowest of the compared OMol25 structures with the same formula, charge and spin is 515.2 kJ/mol. As for the total energy: -6750.56797 eV. The calculation puts the HOMO energy (alpha / beta) at -8.79 / -8.79 eV.

Last column: natural (NBO) charge in e.
Positions of all 11 atoms, in Å:
C (1.9112, -0.8970, 0.2141)  -0.38
C (0.4955, -0.9419, 0.0355)  -0.16
C (1.9970, 0.3603, -0.2431)  0.26
C (-0.1119, 0.4274, 0.1055)  0.19
C (-1.5241, 0.7794, 0.0423)  -0.67
N (0.8002, 1.3376, 0.0919)  -0.41
H (2.4544, -1.8117, 0.1669)  0.25
H (-0.0055, -1.7909, -0.5080)  0.22
H (-1.7292, 1.7668, 0.0272)  0.24
H (-2.1770, 0.5336, 0.8125)  0.24
H (-2.1107, 0.2364, -0.7447)  0.22